# 1
CH2CuLiO3 | ωB97M-V/def2-TZVPD

Calculated values
E_tot: -52049.92414 eV
Maximum force: 2.1 eV/A
Spin multiplicity: 2
Energy above the lowest of the compared OMol25 structures with the same formula, charge and spin: 0.0 kcal/mol
Net charge: +1

Geometry (Å):
O: -1.0080 1.5875 -2.1154
C: 0.2806 -1.3129 0.7188
O: 0.4555 -1.6610 1.8855
O: 0.5235 -0.0997 0.3536
H: -1.4585 2.4276 -2.0392
Li: 0.9641 0.2004 2.3737
Cu: 0.2008 0.8942 -1.0799
H: 0.0421 -2.0360 -0.0970



# 2
C40H54BrF4N9SSiSr | ωB97M-V/def2-TZVPD

Calculated values
E_tot: -156232.94709 eV
Maximum force: 0.5 eV/A
Energy above the lowest of the compared OMol25 structures with the same formula, charge and spin: 20.4 kcal/mol

Geometry (Å):
Sr: 1.0106 0.4358 -0.5426
C: -0.2626 3.6715 0.6106
N: -0.2175 2.8969 -0.6245
C: -1.5771 2.7302 -1.1440
C: 0.6458 3.5412 -1.6425
C: 1.3821 2.4962 -2.5003
N: 0.6367 1.2858 -2.7931
C: -0.0623 1.1670 -3.9309
C: -0.6020 -0.1074 -4.2429
F: -0.4149 -1.1048 -3.3460
C: -1.2947 -0.3798 -5.3946
F: -1.7499 -1.6306 -5.5933
C: -1.5283 0.5907 -6.3559
C: -1.0385 1.8487 -6.0741
F: -1.2404 2.8463 -6.9537
C: -0.3451 2.1403 -4.9146
F: 0.0474 3.4291 -4.7341
H: -0.9373 3.1867 1.3195
H: -0.6298 4.6956 0.4458
H: 0.7298 3.7223 1.0558
H: -2.0502 3.7018 -1.3442
H: -2.1890 2.1980 -0.4139
H: -1.5517 2.1536 -2.0650
H: 1.4002 4.1287 -1.1143
H: 0.0441 4.2147 -2.2630
H: 2.2523 2.1760 -1.9081
H: 1.8140 2.9889 -3.3729
H: -2.0705 0.3788 -7.2638
C: 1.7782 -3.5806 -2.6215
C: 2.1766 -3.3679 -3.9282
C: 2.6909 -2.1340 -4.2784
C: 2.7709 -1.1355 -3.3149
N: 2.3640 -1.3289 -2.0575
C: 1.8938 -2.5318 -1.7239
C: 3.3965 0.1771 -3.6345
C: 3.2386 0.7601 -4.8899
C: 3.9052 1.9413 -5.1589
C: 4.7067 2.4971 -4.1718
C: 4.7804 1.8543 -2.9462
N: 4.1414 0.7195 -2.6739
H: 1.3824 -4.5331 -2.2987
H: 2.1049 -4.1590 -4.6631
H: 3.0511 -1.9454 -5.2804
H: 1.5918 -2.6628 -0.6901
H: 2.5822 0.3094 -5.6231
H: 3.7932 2.4264 -6.1200
H: 5.2525 3.4154 -4.3404
H: 5.3736 2.2677 -2.1376
N: 1.7778 -1.1788 1.3147
C: 2.5294 -1.5501 2.1168
C: 3.3937 -1.9810 3.1106
C: 3.8182 -1.0246 4.0520
N: 4.0990 -0.1809 4.7916
C: 3.8094 -3.3347 3.1593
N: 4.1452 -4.4378 3.1828
S: 3.5006 1.9504 0.6818
C: 3.3082 2.8760 2.1013
N: 3.4604 2.3442 3.3073
C: 3.3560 3.0818 4.5596
C: 2.4408 4.2780 4.3690
C: 2.9203 5.0789 3.1702
N: 3.0265 4.1909 2.0211
H: 3.6987 1.3603 3.3682
H: 4.3505 3.4077 4.8773
H: 2.9820 2.3932 5.3148
H: 2.4444 4.9023 5.2614
H: 1.4170 3.9379 4.1969
H: 3.8879 5.5419 3.3871
H: 2.2171 5.8742 2.9226
H: 3.0573 4.5693 1.0898
C: -0.9869 -0.8339 3.3826
C: -2.3546 -0.6714 2.7080
C: -3.4224 -0.6884 3.8207
C: -2.3473 0.7152 2.0545
Si: -2.6930 -2.0776 1.4403
Br: -1.5745 -1.5274 -0.4909
C: -4.5105 -2.1211 0.8198
C: -4.6489 -2.8003 -0.5521
C: -5.4135 -2.8723 1.8147
C: -5.0589 -0.6950 0.6356
C: -1.9959 -3.7795 1.9665
C: -2.4653 -4.8793 1.0032
C: -2.4781 -4.1466 3.3806
C: -0.4588 -3.8076 1.9565
H: -0.8059 0.0356 4.0245
H: -0.1701 -0.8952 2.6634
H: -0.9344 -1.7157 4.0198
H: -3.1526 0.0519 4.5810
H: -3.4824 -1.6563 4.3216
H: -4.4155 -0.4330 3.4593
H: -2.1736 1.4677 2.8317
H: -3.2777 0.9666 1.5490
H: -1.5397 0.8033 1.3241
H: -4.3149 -3.8348 -0.5577
H: -4.1041 -2.2636 -1.3279
H: -5.7077 -2.7955 -0.8312
H: -5.1716 -3.9340 1.8716
H: -6.4520 -2.7961 1.4764
H: -5.3689 -2.4621 2.8218
H: -4.4436 -0.1063 -0.0481
H: -5.1518 -0.1534 1.5751
H: -6.0609 -0.7589 0.1999
H: -3.5422 -5.0410 1.0482
H: -1.9822 -5.8183 1.2896
H: -2.1873 -4.6677 -0.0308
H: -3.5669 -4.1525 3.4673
H: -2.0809 -3.4780 4.1420
H: -2.1252 -5.1541 3.6213
H: -0.0535 -3.5597 0.9752
H: -0.1268 -4.8208 2.2044
H: -0.0153 -3.1328 2.6856



# 3
C18H28CuN4O4SV | ωB97M-V/def2-TZVPD

Calculated values
E_tot: -114415.16153 eV
Maximum force: 5.0 eV/A
Energy above the lowest of the compared OMol25 structures with the same formula, charge and spin: 0.0 kcal/mol
Net charge: +2

Geometry (Å):
N: -1.7456 0.0733 0.5106
C: -2.4147 -0.8646 0.1599
O: -3.1140 -1.7718 -0.1922
Cu: -1.0150 2.2712 0.6248
V: 0.2388 0.0942 0.0624
N: 0.1666 1.6434 -1.0200
N: 0.6421 -1.3043 -1.1755
C: -0.3876 2.3263 -2.2255
C: -0.0652 -2.2950 -2.0186
C: -0.2334 3.8370 -1.9934
C: 0.3273 1.9816 -3.5342
C: -1.8691 1.9843 -2.4038
C: -0.6128 -3.4167 -1.1325
C: 0.9087 -2.9297 -3.0129
C: -1.1755 -1.6270 -2.8124
H: -0.5709 4.0990 -0.9785
H: -0.8303 4.4294 -2.7036
H: 0.8205 4.1309 -2.0982
H: 1.3813 2.2844 -3.5299
H: -0.1662 2.5148 -4.3639
H: 0.2599 0.9166 -3.7827
H: -2.0110 0.9259 -2.6652
H: -2.2696 2.5754 -3.2454
H: -2.4728 2.1991 -1.5116
H: 0.2006 -3.8815 -0.5591
H: -1.1135 -4.1624 -1.7661
H: -1.3533 -3.0551 -0.4186
H: 1.6720 -3.5287 -2.4901
H: 1.3907 -2.1394 -3.6086
H: 0.3548 -3.5925 -3.6940
H: -1.6207 -2.3755 -3.4784
H: -0.7573 -0.8374 -3.4435
H: -1.9811 -1.2381 -2.1898
C: 1.5681 1.9872 -0.7059
H: 1.8748 1.5247 0.2494
H: 2.2850 1.6929 -1.4872
H: 1.6672 3.0776 -0.5655
C: 1.9604 -1.6705 -0.7214
H: 2.2551 -1.0689 0.1496
H: 2.0255 -2.7362 -0.4739
H: 2.7383 -1.4780 -1.4691
O: 0.4915 2.9304 3.1217
S: 1.2486 1.7076 3.2706
O: 2.6879 1.6771 3.2180
N: 0.6097 0.5144 1.8835
C: 0.2569 -0.6611 2.4336
O: 0.1518 -1.7006 1.7114
C: 0.0488 -0.5498 3.8852
C: -0.6625 -1.4924 4.6103
C: -0.8295 -1.3143 5.9699
C: -0.2258 -0.2171 6.5983
C: 0.4909 0.7594 5.8803
C: 0.5678 0.5946 4.4881
H: -1.0517 -2.3284 4.0522
H: -1.4067 -2.0264 6.5526
H: -0.3196 -0.1054 7.6840
H: 0.9837 1.6165 6.3543



# 4
C4H4O2 | ωB97M-V/def2-TZVPD

Calculated values
E_tot: -8305.35631 eV
Maximum force: 0.7 eV/A
Energy above the lowest of the compared OMol25 structures with the same formula, charge and spin: 39.7 kcal/mol
SMILES string: C#CCOC=O

Geometry (Å):
O: -2.0330 -0.3147 -0.9499
C: -1.6409 -0.4924 0.1644
O: -0.8510 0.3355 0.8771
C: 0.1496 1.0139 0.1046
C: 1.2332 0.0541 -0.1289
C: 2.0353 -0.8333 -0.2619
H: -1.8646 -1.3956 0.7317
H: -0.2671 1.3764 -0.8397
H: 0.4833 1.8653 0.7010
H: 2.7551 -1.6091 -0.3983



Which of these has the lowest E_tot?
C40H54BrF4N9SSiSr